DFT (ωB97M-V with the def2-TZVPD basis set) results for C26H17Br3F4NO4PY as an isolated structure.

Results
**Energy**: -9857.0904 hartree

ORCA input file:
```
! RIJCOSX wB97M-V def2-TZVPD def2/J DEFGRID3
* xyz 3 1
Y -1.36 0.32 -0.05
O -3.60 -1.18 3.53
C -3.14 -0.87 2.37
O -2.14 -0.18 2.16
C -3.92 -1.43 1.21
C -5.04 -2.24 1.32
C -5.65 -2.67 0.15
C -5.13 -2.28 -1.08
C -4.01 -1.46 -1.09
N -3.42 -1.05 0.04
C -3.30 -0.91 -2.30
O -3.64 -1.20 -3.50
O -2.34 -0.15 -2.10
H -3.10 -0.82 4.28
H -5.42 -2.52 2.30
H -6.52 -3.31 0.19
H -5.60 -2.62 -1.99
H -4.39 -1.80 -3.63
F 3.88 -5.14 0.32
C 3.31 -3.97 0.27
C 4.07 -2.81 0.36
F 5.37 -2.87 0.48
C 3.43 -1.57 0.30
F 4.19 -0.49 0.37
C 2.05 -1.44 0.16
P 1.34 0.25 0.03
C 1.88 0.94 -1.55
C 0.93 0.97 -2.58
C 1.27 1.44 -3.83
C 2.56 1.90 -4.07
C 3.50 1.90 -3.05
C 3.17 1.43 -1.79
C 2.03 1.22 1.39
C 2.34 2.56 1.19
C 2.82 3.32 2.25
C 2.98 2.74 3.51
C 2.66 1.40 3.71
C 2.18 0.64 2.66
C 1.32 -2.62 0.09
Br -0.58 -2.68 -0.12
C 1.93 -3.87 0.14
F 1.19 -4.96 0.07
H -0.08 0.61 -2.40
H 0.53 1.46 -4.63
H 2.82 2.27 -5.05
H 4.50 2.28 -3.23
H 3.92 1.44 -1.00
H 2.25 3.01 0.21
H 3.08 4.36 2.10
H 3.36 3.33 4.33
H 2.80 0.95 4.68
H 1.95 -0.41 2.80
Br -0.85 3.43 0.07
C -2.72 3.96 0.01
Br -3.80 2.35 0.01
H -2.91 4.51 -0.90
H -2.95 4.54 0.90
*
```